64
Properties=species:S:1:pos:R:3:forces:R:3:lowdin_charge:R:1 method="wB97M-V/def2-TZVPD" energy_ev=-54052.8140 orbital_gap_ev=6.81 de_lowest_kcal_mol=18.8 homo_ha=-0.2712
Bi 0.225638 -0.191754 0.443982 0.2626 0.2268 -0.1906 1.823
C 0.935105 -0.114961 -4.422488 0.0935 -0.0124 0.1920 -0.010
C -0.393562 -0.623287 -3.966766 0.0402 0.0323 0.2913 -0.256
N -1.139131 -1.250496 -4.836928 0.3761 -0.0824 -0.3311 0.115
C -2.394595 -1.569666 -4.534088 -0.6060 0.1117 0.1998 -0.111
C -3.031438 -1.092860 -3.411074 0.0663 -0.1314 -0.1433 -0.148
C -4.520019 -1.289705 -3.247174 0.1723 -0.3641 -0.0187 -0.223
O -5.269375 -0.098011 -3.390321 -0.2063 0.3319 -0.0005 -0.056
C -2.247517 -0.431186 -2.429276 0.6385 -0.1667 -0.5362 -0.072
C -2.928766 0.213192 -1.345125 -0.3980 0.4304 0.5173 -0.064
N -2.368455 0.811229 -0.359235 0.5960 -0.6275 -0.8455 -0.012
C -3.111590 1.254766 0.713915 -0.6073 0.1962 0.7486 -0.389
C -4.319775 0.652230 1.094737 0.0776 0.1574 -0.1877 -0.043
C -4.939291 0.961768 2.285730 -0.0165 0.0223 0.0390 -0.073
C -4.362154 1.884976 3.141981 -0.0435 0.0871 0.0011 -0.082
C -3.188558 2.525059 2.777157 -0.0327 0.0490 0.1491 -0.155
C -2.576604 2.211588 1.579300 0.4001 0.1772 -0.3112 -0.626
I -0.809873 3.242727 1.021297 -0.3998 -0.0072 0.1586 0.869
C -0.849758 -0.360667 -2.629968 -0.5122 -0.2215 -0.4100 -0.269
O 0.060685 -0.033673 -1.749503 0.0792 0.2543 0.8092 -0.295
H 1.208228 -0.582807 -5.362616 -0.0184 -0.0538 -0.0596 0.083
H 0.859361 0.961553 -4.577474 0.0624 0.1160 -0.0194 0.093
H 1.706110 -0.280947 -3.677716 0.0663 0.0831 -0.0842 0.044
H -2.903355 -2.180385 -5.267795 -0.2337 0.0021 -0.0111 0.110
H -4.867278 -2.039717 -3.968069 0.1154 -0.0188 0.1206 0.121
H -4.749232 -1.657875 -2.243781 -0.0367 -0.0531 -0.1149 0.121
H -5.187912 0.216182 -4.296740 0.0773 0.0000 0.0251 0.097
H -4.015062 0.233203 -1.451036 0.0004 -0.0122 0.1159 0.114
H -4.756193 -0.094964 0.449136 0.0038 -0.1395 0.0026 0.111
H -5.856196 0.456825 2.556923 -0.0299 0.0165 0.0194 0.110
H -4.826299 2.116493 4.087267 -0.0325 0.0328 0.1195 0.104
H -2.746681 3.253087 3.440264 0.0478 0.0792 -0.0015 0.092
C 1.945689 -3.628564 0.148087 -0.1281 0.0499 0.0655 -0.032
C 0.724957 -3.435339 0.971247 0.3376 -0.7764 0.0942 -0.369
C 0.182546 -4.364978 1.817701 0.1522 0.1135 -0.2240 -0.067
C -0.951416 -3.780451 2.416420 -0.1309 0.2385 0.0260 -0.069
C -1.060398 -2.516248 1.912462 -0.4530 -0.2377 0.4891 -0.422
C -2.109015 -1.516116 2.251311 0.1011 -0.1244 -0.1292 -0.085
N -0.036318 -2.289909 1.013393 0.0838 0.3569 -0.3459 -0.161
H 2.309037 -4.643125 0.298747 0.0079 -0.0273 -0.0163 0.085
H 2.733207 -2.937010 0.440691 0.1106 -0.0474 -0.0651 0.072
H 1.739313 -3.490582 -0.910436 0.0820 -0.0746 -0.0435 0.068
H 0.559326 -5.356778 1.976984 0.1325 -0.1829 0.0092 0.097
H -1.609644 -4.223137 3.140119 -0.1461 -0.0528 0.1159 0.097
H -2.781403 -1.954247 2.985388 -0.0566 0.0418 0.0190 0.089
H -2.691194 -1.249007 1.373100 -0.1221 0.0666 -0.0187 0.050
H -1.693983 -0.601954 2.677568 -0.1129 0.1674 0.0987 0.055
C 4.918702 -2.111100 -2.567587 0.2088 0.0849 0.1227 -0.071
C 3.525928 -2.092799 -2.733327 -0.2043 0.1010 0.0927 -0.071
C 2.734000 -1.459719 -1.816705 0.1784 -0.0892 -0.2340 -0.104
C 3.280278 -0.785238 -0.705408 0.5124 -0.0582 -0.3184 -0.215
C 2.477010 -0.162103 0.275406 -0.3043 0.0047 0.0131 -0.304
C 3.081711 0.506450 1.308638 -0.4294 -0.1579 -0.1256 -0.157
C 4.479106 0.562780 1.428748 0.3725 -0.0524 -0.0189 -0.078
C 5.270716 -0.074106 0.515871 -0.0923 0.1806 0.2392 -0.028
C 4.696705 -0.765828 -0.569483 -0.4071 -0.0572 -0.0569 -0.167
C 5.486959 -1.461376 -1.508449 0.1374 -0.1125 -0.1426 -0.033
H 5.532070 -2.641091 -3.280530 0.1011 -0.0261 -0.0445 0.103
H 3.086671 -2.588250 -3.587908 -0.0871 -0.0479 -0.0126 0.113
H 1.663609 -1.464171 -1.922252 -0.0687 -0.0465 -0.0868 0.076
H 2.480878 0.988948 2.067193 -0.1017 0.1490 0.1805 0.079
H 4.916329 1.097775 2.258032 0.0825 0.0488 0.0686 0.103
H 6.346163 -0.056187 0.609195 0.1381 0.0172 0.0393 0.112
H 6.558173 -1.480537 -1.362912 0.1031 0.0349 -0.0346 0.110

79
Properties=species:S:1:pos:R:3:forces:R:3:lowdin_charge:R:1 method="wB97M-V/def2-TZVPD" energy_ev=-312518.2779 orbital_gap_ev=7.42 homo_ha=-0.4211 total_charge=+1
Hf 1.118787 -0.548936 0.090752 2.5968 2.3209 -0.9528 1.376
Br 3.302199 -2.348504 0.548371 -1.8835 1.3762 -0.2307 -0.031
Br 2.464485 1.711936 1.434843 -0.5778 -1.5856 -1.1093 0.044
Br 2.431145 0.209009 -2.357116 -1.1848 -0.6732 2.1049 -0.010
O 0.867716 -2.150923 4.887720 -0.0626 2.0783 -1.8316 -0.258
S 1.325181 -0.980940 4.137179 2.7083 0.4370 1.7104 0.698
O 1.357499 -0.887567 2.666977 -1.7665 -0.5411 1.2833 -0.554
O 0.714661 0.435365 4.738619 -0.0585 -1.3558 -2.8315 -0.281
C 0.662608 0.652148 6.101093 1.2333 0.1488 3.6016 -0.306
C 1.099908 2.043369 6.542659 -1.2256 1.3498 -0.3294 -0.054
C 3.072232 -0.605373 4.546977 -0.2402 -0.0090 -0.4999 -0.087
H 1.421190 0.102981 6.658828 -0.1051 -1.1244 -0.3972 0.115
H -0.290016 0.414445 6.574501 -0.2017 -0.1612 -0.5251 0.120
H 2.091892 2.342373 6.204031 -0.2549 0.0459 -0.2949 0.089
H 1.055108 2.254942 7.610995 0.4447 -1.2449 0.4426 0.088
H 0.310985 2.767703 6.340091 0.2605 0.4318 -1.1800 0.068
H 3.412458 -0.896120 5.540859 -0.4809 -0.1612 -0.0679 0.079
H 3.153519 0.473044 4.410916 -0.0558 -0.0476 0.0006 0.053
H 3.699801 -1.057625 3.779037 -0.1895 -0.2470 0.0414 0.063
O 0.740221 -2.564757 -1.344174 0.2730 1.2413 0.6371 -0.505
S 0.555535 -3.828724 -1.986620 3.1638 -3.8579 -0.2335 0.631
O -0.756170 -4.229148 -2.316460 -1.2634 0.2208 -0.7948 -0.260
O 1.600933 -3.890514 -3.272938 -1.8332 1.0599 1.7456 -0.253
C 1.353560 -4.764008 -4.386060 0.5106 -1.2543 -1.1630 -0.254
C 2.672380 -5.498093 -4.722089 -0.3946 -0.3772 0.1400 -0.054
C 1.301480 -5.289356 -0.986420 0.1964 2.2449 -0.1966 -0.055
H 0.970146 -4.234423 -5.258211 0.5583 0.8356 0.1073 0.117
H 0.525335 -5.466225 -4.291079 0.1112 -0.2352 1.1062 0.115
H 3.032518 -6.193209 -3.963662 -0.2310 0.4118 0.6700 0.073
H 3.500134 -4.829577 -4.958763 -0.2531 0.0768 -0.1321 0.084
H 2.509555 -6.219265 -5.523024 -0.1653 0.4761 -0.5340 0.082
H 0.801202 -6.210100 -1.286492 0.0766 0.3068 0.0058 0.073
H 1.251473 -5.032834 0.071785 -0.7531 -0.1298 0.0128 0.050
H 2.380006 -5.243230 -1.137225 -0.1134 -0.2540 -0.6080 0.057
O -0.573112 0.802786 1.525652 -1.4331 -0.4119 1.3786 -0.491
S -1.625505 1.391696 2.395993 -1.0003 1.8452 0.5911 0.746
O -2.966507 1.560005 1.846512 1.9159 -0.9042 0.4584 -0.276
O -1.756543 0.656331 3.877023 0.8951 2.0418 -2.6290 -0.300
C -2.565094 -0.478236 4.074369 -0.6026 -1.4148 0.6317 -0.271
C -3.322236 -0.200788 5.392247 1.4151 -0.0266 -0.6482 -0.026
C -1.050683 3.125115 3.002897 -0.1268 -1.3494 -0.1053 -0.021
H -1.875313 -1.320631 4.125981 0.0577 -0.1915 0.5981 0.109
H -3.192737 -0.775518 3.234256 -0.3678 0.8070 -0.1495 0.119
H -2.549657 0.087201 6.105194 0.0789 -0.2103 0.2127 0.060
H -3.792973 -1.105530 5.776915 -0.4761 0.3830 -0.1432 0.090
H -3.895931 0.719705 5.284211 -0.6714 -0.5174 -0.0651 0.089
H -0.644697 3.041534 4.011017 0.6477 -0.4903 -0.3898 0.047
H -1.863199 3.835846 3.153798 -0.5769 -0.6030 -0.6999 0.077
H -0.373939 3.472149 2.222084 0.1437 -0.1126 0.2832 0.041
O -0.652904 4.471579 -0.297852 -0.6095 -1.3689 -0.3146 -0.278
S -0.019534 3.448324 -1.094079 3.0315 -0.0798 -1.6198 0.725
O 0.095229 2.002008 -0.665926 -1.2673 4.0721 -1.8039 -0.510
O -0.431870 3.598863 -2.761200 -0.4104 -2.2921 2.4597 -0.303
C -0.701139 4.863221 -3.402050 2.2530 0.1144 0.5117 -0.247
C 0.236619 4.947700 -4.614460 -1.3337 -1.1075 -0.5067 -0.065
C 1.692039 4.047555 -1.394907 -0.4838 -0.2787 1.1225 -0.116
H -0.261927 5.612744 -2.743721 -1.1393 0.5242 0.3215 0.102
H -1.760247 4.927758 -3.651505 0.1961 0.2767 0.2712 0.130
H -0.051849 4.158942 -5.309269 -0.1608 0.0593 -0.2879 0.074
H 1.279346 4.703141 -4.411956 -0.0384 0.6668 0.4003 0.078
H 0.034844 5.904098 -5.096840 0.5197 0.0390 -0.0421 0.086
H 1.674869 4.979317 -1.960255 -0.2591 -0.5462 -0.6906 0.061
H 2.224085 3.173081 -1.769493 0.1266 0.4173 -0.4033 0.025
H 2.154929 4.399676 -0.473033 -0.2561 -0.6280 0.4351 0.057
O -0.845314 -0.404661 -1.278075 -1.4129 0.4598 -0.0429 -0.504
S -2.109555 0.124605 -1.919200 -1.3813 1.7348 -0.4407 0.781
O -2.815724 1.354792 -1.447349 2.8667 -3.3763 -1.4924 -0.259
O -1.811942 0.224761 -3.543250 -0.6760 0.0419 2.5186 -0.252
C -1.250194 -0.971711 -4.212679 1.1698 0.0132 2.3691 -0.256
C -1.053616 -0.574791 -5.607778 -0.2437 -0.6202 -1.8279 -0.055
C -3.354551 -1.191292 -1.951627 0.4865 -0.7620 0.5957 -0.085
H -1.756553 -1.897413 -3.939229 -0.9016 0.2518 -0.5148 0.111
H -0.300739 -1.107442 -3.694798 0.3987 0.0014 -0.2721 0.083
H -0.049711 -0.172867 -5.744606 -0.4346 0.5758 -0.1547 0.097
H -1.894107 0.006909 -5.986321 0.3566 0.7759 0.3127 0.097
H -1.143972 -1.397774 -6.316753 0.3397 -0.5981 0.3305 0.088
H -3.744398 -1.290629 -2.964674 0.0672 0.2577 0.1572 0.082
H -4.159028 -1.064583 -1.227153 0.1679 0.7633 -0.1000 0.084
H -2.884625 -2.125444 -1.644012 0.2903 -0.0361 -0.3127 0.064